Entry 1:
66
Properties=species:S:1:pos:R:3:forces:R:3 method="wB97M-V/def2-TZVPD" e_tot_ev=-112486.66335 relative_energy_kcal_mol=74.6 e_homo_ev=-7.03 largest_force_ev_per_a=3.0
Tl -0.7003 -0.6063 0.9917 2.2 -1.8 0.5
P 0.5851 -3.2145 2.2983 2.0 1.1 -1.9
O 1.2766 -4.4892 2.9302 -2.0 1.8 -0.8
O 0.9847 -1.8816 2.9756 0.0 1.2 1.7
O -0.9919 -3.1217 2.1662 -1.5 -0.4 0.6
O 1.0228 -2.9060 0.8129 -0.1 -0.3 -1.0
C 0.3420 0.8159 5.8062 -1.7 -0.2 0.7
S -1.1694 0.9662 4.8380 0.5 -1.0 -1.9
O -0.5263 1.0273 3.4675 -0.8 0.5 -0.6
C -1.7584 -0.7923 4.8840 0.4 0.4 1.0
H 0.6163 -0.1963 5.5090 0.9 0.2 0.5
H -0.0309 0.9600 6.8203 0.5 -0.6 0.4
H 1.0174 1.6467 5.6022 -0.2 -0.3 -0.4
H -0.9890 -1.4525 4.4837 0.3 0.3 -0.2
H -2.6860 -0.9679 4.3392 0.1 0.6 -0.1
H -1.9177 -1.0371 5.9341 -0.2 -0.1 0.1
C 4.2387 -0.4145 1.7205 -1.0 0.7 -0.7
S 3.1998 1.0926 1.6774 -1.2 -0.7 0.9
O 1.9380 0.7314 0.9201 1.1 0.1 0.0
C 2.7317 0.9619 3.3998 0.2 0.2 1.7
H 4.3864 -0.5496 0.6490 0.3 -0.5 0.1
H 3.5344 -1.1393 2.1291 0.3 -0.5 0.0
H 5.1837 -0.2815 2.2472 -0.2 0.0 0.1
H 3.6223 0.7723 3.9989 0.4 0.2 -0.1
H 2.0753 0.1386 3.6817 -0.1 -0.4 -1.1
H 2.2503 1.8260 3.8577 0.1 0.4 -0.8
C -0.6958 4.6177 -0.4519 0.6 -1.0 0.2
S 0.4013 3.3714 0.3782 0.3 -0.4 0.5
O -0.4328 2.1540 0.6507 0.1 0.8 -0.3
C 1.5143 2.9548 -1.0316 -0.8 0.8 0.8
H -1.5173 4.7891 0.2436 -0.1 -0.2 -0.2
H -0.9856 4.1362 -1.3858 -0.4 0.3 0.0
H -0.1774 5.5632 -0.6115 0.2 -0.2 -0.1
H 2.3345 2.3681 -0.6180 -0.4 -0.2 -0.2
H 1.9049 3.9008 -1.4066 -0.2 0.0 -0.3
H 0.8389 2.4124 -1.6932 0.5 -0.1 -0.2
C 2.9384 -0.6393 -2.1810 0.6 0.4 0.2
S 1.2007 -0.6299 -2.7148 0.0 0.8 1.3
O 0.3771 0.0107 -1.5942 1.1 -0.4 -1.6
C 1.4983 0.6302 -4.0101 -0.3 0.8 0.3
H 3.4016 0.3452 -2.1142 -0.7 0.5 0.2
H 3.5980 -1.1081 -2.9112 -0.4 -0.7 0.0
H 3.0060 -1.0831 -1.1877 -0.2 -0.3 -0.2
H 0.6140 0.7463 -4.6367 0.2 -0.5 -0.3
H 2.4342 0.4720 -4.5460 -0.3 -0.6 -0.3
H 1.6413 1.6181 -3.5722 0.0 -0.1 0.5
C -0.8767 -3.9598 -2.6765 0.1 -0.3 1.0
S -2.1734 -3.2357 -1.5911 0.1 0.1 -1.8
O -1.7429 -1.8105 -1.3658 -0.3 -0.3 0.2
C -3.4006 -3.0621 -2.9692 -0.1 0.5 0.0
H -0.6264 -3.3671 -3.5564 -0.2 0.3 0.3
H -1.1008 -4.9818 -2.9823 -0.4 0.0 0.1
H -0.0441 -4.0371 -1.9774 0.3 0.2 -0.2
H -3.7492 -3.9507 -3.4956 0.2 -0.4 0.5
H -2.9523 -2.4299 -3.7357 0.3 0.1 0.1
H -4.2660 -2.5143 -2.5965 0.0 -0.2 0.2
C -4.4496 0.4322 -2.2341 0.6 0.9 -0.5
S -3.1169 1.6662 -1.8756 1.5 -1.8 1.4
O -2.4146 1.0433 -0.6709 -0.9 0.9 -1.1
C -1.9973 1.3338 -3.3081 -0.1 -0.6 -0.3
H -4.5907 -0.1352 -1.3142 0.1 0.2 -0.1
H -4.0902 -0.1965 -3.0487 -0.3 0.0 0.1
H -5.3237 1.0302 -2.4922 -0.1 -0.4 -0.1
H -2.3490 1.7778 -4.2394 -0.3 0.2 0.1
H -1.9096 0.2578 -3.4584 -0.3 -0.2 0.2
H -0.9566 1.6211 -3.1582 -0.4 0.6 0.7

***

Entry 2:
10
Properties=species:S:1:pos:R:3:forces:R:3 method="wB97M-V/def2-TZVPD" e_tot_ev=-10682.82421 relative_energy_kcal_mol=129.9 e_homo_ev=-11.12 largest_force_ev_per_a=4.3
C -0.5488 -1.6665 -0.0704 1.6 3.8 1.2
C 0.2178 0.1337 0.4696 0.4 -3.5 -0.6
N -0.8820 -2.6967 -0.4249 -0.5 -1.5 -0.5
N 1.3477 0.4702 -0.1942 -0.7 0.2 0.1
N -0.9705 0.8525 0.0550 -1.2 0.9 -0.3
O -0.9247 1.3870 -1.0327 0.1 0.0 0.0
O -1.9176 0.8478 0.8062 0.3 0.0 0.1
H 0.2706 -0.0625 1.5330 -0.1 0.2 -0.1
H 1.2100 0.7593 -1.1551 0.0 -0.1 0.1
H 2.1976 -0.0249 0.0134 0.0 0.0 0.1